# 1
The following is a DFT calculation (ωB97M-V with the def2-TZVPD basis set) of a structure of composition C30H24Cl2O2PSc in a non-equilibrium geometry.

```
60
Properties=species:S:1:pos:R:3:forces:R:3:nbo_charge:R:1
C 3.273 1.383 0.997 0.9 0.8 1.9 -0.36
C 2.011 1.810 1.496 0.8 0.6 1.7 -0.40
C 1.551 0.819 2.432 0.9 1.4 1.0 -0.38
H 1.470 2.691 1.199 -0.1 0.1 -0.1 0.25
C 2.557 -0.174 2.544 0.4 0.5 0.3 -0.30
C 3.590 0.129 1.622 1.0 1.9 1.9 -0.28
H 4.463 -0.470 1.428 -0.1 0.1 0.2 0.27
H 3.864 1.878 0.247 0.0 -0.1 -0.2 0.28
H 0.614 0.836 2.960 -0.2 0.0 0.0 0.26
H 2.470 -1.089 3.104 0.0 -0.1 0.0 0.26
Sc 1.772 -0.050 0.476 -2.6 -4.7 -6.3 1.52
Cl 0.986 -2.190 0.451 -1.4 -1.0 0.5 -0.47
P -2.036 0.275 0.224 -0.1 0.2 -0.1 0.80
C -3.104 0.116 1.714 0.2 0.0 0.0 -0.24
C -4.093 1.031 2.066 0.1 0.0 -0.1 -0.23
H -4.266 1.900 1.447 0.0 0.1 0.0 0.22
C -4.859 0.834 3.206 0.0 0.0 0.0 -0.21
H -5.623 1.554 3.469 0.0 0.0 0.0 0.22
C -4.654 -0.283 4.003 0.0 0.0 -0.1 -0.21
H -5.255 -0.436 4.890 0.0 0.0 0.0 0.22
C -3.671 -1.202 3.659 0.0 0.0 0.0 -0.20
H -3.500 -2.072 4.279 0.0 0.0 0.0 0.22
C -2.895 -0.998 2.530 0.0 0.0 -0.1 -0.24
H -2.119 -1.709 2.274 0.1 0.0 0.0 0.23
C -2.443 1.978 -0.341 0.0 -0.1 0.0 -0.35
C -1.735 3.028 0.245 -0.1 0.0 -0.1 -0.22
H -0.976 2.812 0.987 0.0 0.0 0.1 0.21
C -1.996 4.342 -0.111 0.0 0.0 0.0 -0.20
H -1.443 5.146 0.356 0.0 0.0 0.0 0.21
C -2.954 4.624 -1.076 0.0 -0.1 0.0 -0.21
H -3.152 5.649 -1.362 0.0 0.0 0.0 0.22
C -3.653 3.586 -1.674 0.0 0.0 0.0 -0.22
H -4.400 3.798 -2.427 0.0 0.0 0.0 0.22
C -3.403 2.271 -1.307 0.1 0.0 0.1 -0.15
H -3.958 1.468 -1.772 0.0 0.0 0.0 0.22
C -2.955 -0.748 -0.999 0.2 0.0 0.0 -0.24
C -4.240 -1.246 -0.790 0.1 0.1 0.0 -0.24
H -4.752 -1.036 0.139 0.0 0.0 0.1 0.22
C -4.866 -2.007 -1.767 0.0 0.0 0.0 -0.21
H -5.863 -2.389 -1.591 0.0 0.0 0.0 0.22
C -4.222 -2.273 -2.967 0.0 0.1 0.1 -0.19
H -4.713 -2.866 -3.728 0.0 0.0 0.0 0.21
C -2.942 -1.781 -3.184 0.0 0.0 0.0 -0.21
H -2.430 -1.989 -4.114 0.0 0.0 0.0 0.22
C -2.310 -1.033 -2.203 -0.1 0.0 0.1 -0.22
H -1.305 -0.663 -2.371 0.0 0.0 0.0 0.22
Cl 9.584 -3.333 -1.780 -0.5 0.2 0.0 0.00
C 7.988 -2.612 -1.662 -0.5 0.1 0.1 -0.01
C 7.713 -1.409 -2.316 -0.3 0.0 0.2 -0.24
C 6.445 -0.825 -2.210 0.2 -0.6 0.3 -0.15
C 5.441 -1.441 -1.442 0.6 -0.6 -0.2 -0.17
C 5.728 -2.655 -0.789 0.6 0.3 -0.4 -0.16
C 6.994 -3.239 -0.903 -0.1 0.3 -0.2 -0.23
C 4.129 -0.783 -1.254 -2.2 4.2 0.7 0.77
O 3.870 0.363 -1.842 0.5 -3.7 1.5 -0.71
O 3.339 -1.208 -0.288 1.8 -0.1 -3.0 -0.76
H 8.485 -0.915 -2.893 0.0 -0.1 0.0 0.23
H 6.263 0.119 -2.707 -0.2 -0.1 0.1 0.24
H 4.981 -3.147 -0.180 -0.1 0.1 -0.1 0.24
H 7.204 -4.169 -0.392 0.1 0.0 0.0 0.23
```
Positions in Å, forces in eV/Å.

For the HOMO energy, the calculation gives -8.66 eV. The calculation puts the orbital gap at 0.31293 Ha.

---

# 2
The following is a DFT calculation (ωB97M-V with the def2-TZVPD basis set) of a structure of composition C30H24CoN4O5.

```
64
Properties=species:S:1:pos:R:3:forces:R:3:nbo_charge:R:1
Co -0.363 -0.636 0.662 0.1 0.0 0.0 1.16
O -2.124 -1.744 0.094 0.0 -0.1 0.0 -0.71
C -2.882 -2.372 0.877 0.0 0.1 0.0 0.44
C -3.915 -3.232 0.358 0.0 0.0 0.0 -0.27
C -4.788 -3.913 1.162 0.0 0.0 0.0 -0.21
C -4.723 -3.810 2.565 0.0 0.0 0.0 -0.36
C -3.744 -3.005 3.101 0.0 0.0 0.0 -0.14
C -2.823 -2.293 2.319 0.1 0.0 0.0 -0.28
C -1.848 -1.501 3.034 0.0 0.0 -0.1 0.18
N -0.887 -0.814 2.553 -0.1 0.0 0.0 -0.47
C 0.008 -0.123 3.470 0.0 0.0 0.0 -0.23
C 0.422 1.211 2.867 0.0 0.0 -0.1 -0.25
N 1.197 0.926 1.670 0.0 0.0 0.1 -0.47
C 1.888 1.870 1.174 0.0 0.0 0.0 0.17
C 2.752 1.769 0.005 0.0 0.0 0.1 -0.30
C 2.768 2.850 -0.875 0.0 0.0 0.0 -0.10
C 3.484 2.840 -2.059 0.0 0.0 0.0 -0.39
C 4.234 1.690 -2.353 0.0 0.0 0.0 -0.20
C 4.292 0.626 -1.488 0.0 0.0 0.0 -0.35
C 3.589 0.600 -0.223 -0.1 0.0 0.0 0.44
O 3.716 -0.342 0.588 0.0 0.0 0.0 -0.72
H -3.967 -3.312 -0.722 0.0 0.0 0.0 0.20
H -5.546 -4.545 0.707 0.0 0.0 0.0 0.18
H -5.415 -4.350 3.199 0.0 0.0 0.0 0.19
H -3.665 -2.909 4.182 0.0 0.0 0.0 0.18
H -1.963 -1.518 4.127 0.0 0.0 0.0 0.13
H 0.912 -0.731 3.578 0.0 0.0 0.0 0.22
H -0.463 0.001 4.454 0.0 0.0 0.0 0.16
H 1.000 1.789 3.599 0.0 0.0 0.0 0.17
H -0.477 1.777 2.598 0.0 0.0 0.0 0.21
H 1.826 2.874 1.634 0.0 0.0 0.0 0.12
H 2.152 3.716 -0.634 0.0 0.0 0.0 0.18
H 3.434 3.673 -2.749 0.0 0.0 0.0 0.19
H 4.787 1.641 -3.289 0.0 0.0 0.0 0.18
H 4.881 -0.255 -1.724 0.0 0.0 0.0 0.20
O -0.509 2.816 -3.343 0.1 -0.2 0.1 -0.70
C -1.344 3.377 -2.465 0.0 0.0 0.1 0.35
C -1.921 4.607 -2.798 0.0 0.0 0.0 -0.30
C -2.795 5.236 -1.931 0.0 0.0 0.0 -0.20
C -3.115 4.655 -0.708 0.0 0.0 0.0 -0.29
C -2.543 3.438 -0.372 0.0 0.0 0.0 -0.17
C -1.661 2.784 -1.225 0.0 0.0 -0.1 -0.13
C -1.074 1.484 -0.790 0.0 -0.1 0.0 0.57
O -1.364 1.034 0.365 0.0 0.1 0.0 -0.73
N -0.266 0.894 -1.643 0.0 0.1 -0.1 -0.49
N 0.237 -0.278 -1.098 0.0 0.1 0.0 -0.30
C 1.122 -0.912 -1.769 0.0 0.0 0.0 0.14
C 1.742 -2.132 -1.320 0.0 0.0 0.0 -0.23
C 2.664 -2.740 -2.182 0.0 0.0 0.0 -0.14
C 3.332 -3.899 -1.857 0.0 0.0 0.0 -0.33
C 3.079 -4.474 -0.603 0.0 0.0 0.0 -0.21
C 2.193 -3.900 0.272 0.0 0.0 0.0 -0.25
C 1.486 -2.702 -0.034 0.0 0.0 0.0 0.42
O 0.683 -2.220 0.844 0.1 -0.1 0.0 -0.72
H -0.177 1.962 -2.910 0.0 0.1 0.0 0.51
H -1.657 5.047 -3.752 0.0 0.0 0.0 0.20
H -3.230 6.189 -2.211 0.0 0.0 0.0 0.19
H -3.801 5.145 -0.027 0.0 0.0 0.0 0.19
H -2.765 2.951 0.569 0.0 0.0 0.0 0.23
H 1.431 -0.497 -2.728 0.0 0.0 0.0 0.18
H 2.854 -2.255 -3.136 0.0 0.0 0.0 0.19
H 4.045 -4.342 -2.541 0.0 0.0 0.0 0.19
H 3.598 -5.383 -0.314 0.0 0.0 0.0 0.18
H 2.007 -4.334 1.248 0.0 0.0 0.0 0.19
```
Positions in Å, forces in eV/Å.

For the HOMO energy (spin up / spin down), the calculation gives -1.04 / -1.05 eV. The calculation puts the orbital gap (spin up / spin down) at 0.21487 / 0.21504 Ha. As for the expectation value of S²: 0.7557. As for the charge: -2. The spin multiplicity is 2.

---

# 3
The following is a DFT calculation (ωB97M-V with the def2-TZVPD basis set) of a structure of composition C30H24F12N2O6PtS in a non-equilibrium geometry.

```
76
Properties=species:S:1:pos:R:3:forces:R:3:mulliken_charge:R:1
Pt 0.121 -0.946 1.022 -0.3 2.5 0.4 2.56
C 2.978 4.263 4.592 -0.1 -0.1 0.0 -1.60
C 2.208 3.443 3.595 0.0 0.0 0.0 0.52
C 0.900 3.774 3.256 0.2 0.1 0.0 -1.11
C 0.188 3.002 2.375 0.1 -0.3 -0.2 -0.07
C 0.749 1.857 1.757 0.7 0.6 0.6 0.19
N -0.031 1.099 0.946 0.2 -2.2 -0.1 0.09
C -0.969 1.686 0.154 -0.8 0.4 -0.5 0.01
C -0.617 2.875 -0.530 0.1 -0.2 0.2 0.46
C -1.507 3.565 -1.311 -0.3 0.0 0.0 -1.25
C -2.810 3.100 -1.479 0.0 -0.1 0.2 0.56
C -3.804 3.837 -2.330 0.1 -0.1 0.0 -1.58
C -3.161 1.914 -0.848 0.2 0.4 -0.3 -0.56
C -2.284 1.195 -0.049 0.5 0.0 0.1 -0.95
C -2.769 -0.086 0.644 -0.7 -0.1 -0.8 1.89
O -2.043 -0.558 1.647 2.1 -1.1 0.1 -1.10
C -4.213 0.165 1.226 -0.5 0.1 0.4 0.29
F -5.240 0.052 0.340 0.1 0.0 -0.4 -0.30
F -4.354 1.399 1.749 0.3 0.2 0.1 -0.29
F -4.519 -0.684 2.207 0.2 -0.2 0.1 -0.28
C -2.949 -1.197 -0.454 -0.1 -0.3 -0.6 0.30
F -3.559 -0.794 -1.599 -0.1 0.3 0.0 -0.34
F -3.680 -2.235 -0.018 0.0 -0.1 0.3 -0.37
F -1.774 -1.692 -0.859 0.0 0.0 0.1 0.06
C 2.094 1.545 2.080 -0.4 -0.1 -0.2 -0.51
C 2.771 2.318 3.010 -0.2 0.5 0.3 -0.77
C 2.821 0.352 1.445 0.5 0.0 0.6 0.94
O 2.224 -0.294 0.439 -2.1 -1.3 -0.1 -1.52
C 3.136 -0.664 2.590 0.2 -0.4 0.4 0.68
F 3.411 -1.885 2.129 0.0 -0.1 -0.2 -0.27
F 4.202 -0.326 3.367 0.2 0.3 0.0 -0.30
F 2.109 -0.786 3.438 -0.2 0.0 0.0 -0.27
C 4.154 0.830 0.794 0.5 0.3 -0.4 0.46
F 4.846 -0.189 0.271 -0.1 -0.4 0.0 -0.27
F 5.062 1.502 1.547 -0.2 0.0 0.4 -0.30
F 3.876 1.667 -0.220 -0.2 0.1 -0.1 -0.28
H 2.620 5.293 4.594 0.1 0.1 0.1 0.38
H 4.041 4.259 4.358 0.1 0.1 0.0 0.38
H 2.854 3.859 5.598 0.1 0.1 0.1 0.29
H 0.439 4.643 3.711 -0.1 0.1 0.0 0.32
H -0.841 3.241 2.144 0.0 0.0 0.0 0.51
H 0.394 3.239 -0.399 0.0 0.0 0.0 0.53
H -1.204 4.484 -1.797 0.1 0.1 -0.1 0.31
H -3.611 4.909 -2.306 -0.1 0.1 -0.1 0.39
H -4.816 3.654 -1.972 -0.1 0.1 0.0 0.38
H -3.748 3.499 -3.366 -0.1 0.1 -0.1 0.24
H -4.172 1.558 -0.975 -0.1 -0.1 0.0 0.47
H 3.775 2.061 3.307 0.1 -0.1 -0.1 0.46
C -0.812 0.985 -3.622 0.0 -0.1 0.1 -1.41
C -0.197 -0.344 -3.305 0.1 -0.1 -0.1 1.29
C 0.744 -0.461 -2.287 0.0 0.0 -0.2 -0.37
C 1.332 -1.681 -2.001 0.1 0.1 -0.1 -1.04
C 0.971 -2.791 -2.741 0.2 -0.6 0.2 -0.25
C 0.007 -2.711 -3.727 -0.2 -0.1 -0.2 -0.37
C -0.573 -1.485 -4.008 0.1 0.0 0.1 -0.78
S 1.813 -4.341 -2.443 0.6 -0.6 -0.4 1.41
O 3.235 -4.115 -2.481 -0.2 0.4 0.4 -0.75
O 1.313 -5.330 -3.375 -0.4 0.3 0.3 -0.76
N 1.418 -4.846 -0.917 0.5 0.3 -0.8 -0.39
C 0.006 -5.165 -0.778 -0.7 -0.4 0.0 -0.14
C -0.352 -5.392 0.684 0.2 0.7 0.0 -0.98
C -0.252 -4.083 1.537 -0.4 -1.0 0.3 0.38
O -0.628 -4.135 2.695 -0.1 0.1 0.3 -0.77
O 0.259 -3.106 0.910 0.5 1.6 -0.7 -0.67
H -0.115 1.792 -3.409 0.0 0.1 0.0 0.36
H -1.687 1.138 -2.992 -0.1 0.1 0.1 0.01
H -1.128 1.042 -4.663 0.0 0.0 -0.1 0.53
H 1.043 0.403 -1.715 0.0 0.1 0.1 0.30
H 2.079 -1.747 -1.227 0.1 0.1 0.1 0.68
H -0.266 -3.606 -4.268 0.0 0.0 -0.1 0.51
H -1.323 -1.413 -4.783 -0.1 0.0 -0.1 0.34
H 1.662 -4.113 -0.254 0.1 0.2 0.1 0.32
H -0.169 -6.068 -1.373 -0.1 0.2 0.1 0.50
H -0.621 -4.351 -1.172 0.0 -0.1 0.1 0.02
H 0.319 -6.128 1.135 -0.1 0.0 0.0 0.32
H -1.378 -5.759 0.764 0.1 0.0 0.0 0.33
```
Positions in Å, forces in eV/Å.

For the HOMO energy, the calculation gives -1.92 eV. The calculation puts the orbital gap at 0.23069 Ha. As for the charge: -2.

---

Number 1: calculated total energy -90630.8172 eV. Number 2: calculated total energy -85327.1124 eV. Number 3: calculated total energy -93460.9991 eV.